Record 1
{"formula": "C25H26OPRhS3", "method": "wB97M-V/def2-TZVPD", "symbols": ["Rh", "C", "C", "S", "C", "C", "S", "C", "C", "S", "H", "H", "H", "H", "H", "H", "H", "H", "H", "H", "H", "H", "O", "C", "C", "C", "C", "C", "C", "C", "P", "C", "C", "C", "C", "C", "C", "C", "C", "C", "C", "C", "C", "H", "H", "H", "H", "H", "H", "H", "H", "H", "H", "H", "H", "H", "H"], "coordinates": [[-1.00749, -0.16498, 0.18270], [-1.78870, -3.07932, 3.19622], [-0.45933, -2.37392, 3.30099], [-0.31339, -0.71130, 2.62707], [-1.91628, 0.05419, 3.07041], [-2.11435, 1.46538, 2.55091], [-1.87328, 1.84163, 0.75327], [-3.39815, 1.66231, -0.24368], [-3.83490, -4.11319, 1.80695], [-2.57232, -3.07446, 1.56240], [-2.44310, -2.69119, 3.96790], [-1.76013, -4.12448, 3.41453], [0.29050, -2.92399, 2.74778], [-0.14520, -2.37261, 4.35894], [-2.03618, 0.08721, 4.16453], [-2.69302, -0.52249, 2.58481], [-1.29161, 2.08963, 2.95875], [-3.07719, 1.84041, 2.83164], [-3.79595, 2.71474, -0.36036], [-4.12577, 1.02626, 0.31650], [-3.94934, -4.72949, 0.87800], [-4.77372, -3.83255, 2.31920], [-2.92733, 1.16980, -1.55625], [-1.88286, 0.38215, -1.43612], [-1.18636, 0.14293, -2.64159], [-1.81878, 0.19680, -3.92655], [-0.94689, 0.08332, -5.00184], [0.45408, 0.16133, -4.82766], [1.06386, 0.26928, -3.60282], [0.22616, 0.22824, -2.45484], [0.77823, 0.45237, -0.76608], [1.35632, 2.14439, -0.41241], [2.10176, 2.47411, 0.72259], [2.64540, 3.73647, 0.82886], [2.50066, 4.63838, -0.24678], [1.74685, 4.29092, -1.36895], [1.15370, 3.00675, -1.46160], [2.06871, -0.80030, -0.54217], [3.33090, -0.41524, -0.08438], [4.10300, -1.38642, 0.52272], [3.78346, -2.72700, 0.53960], [2.61417, -3.13947, -0.13905], [1.79378, -2.15558, -0.70337], [-2.87655, 0.40247, -4.05734], [-1.31346, -0.19440, -5.99627], [1.07598, 0.04970, -5.70755], [2.14694, 0.37276, -3.50584], [2.30993, 1.71578, 1.49955], [3.16011, 4.04374, 1.75083], [2.95217, 5.60986, -0.26163], [1.65134, 4.99384, -2.20193], [0.64499, 2.73388, -2.37547], [3.69409, 0.61574, -0.13754], [5.01766, -1.06187, 1.01121], [4.46995, -3.44033, 0.94660], [2.32279, -4.19486, -0.22581], [0.86416, -2.46733, -1.16961]], "forces_ev_per_angstrom": [[-1.014, -3.013, 3.112], [-0.813, 0.718, 0.314], [0.207, -0.839, 0.223], [-0.503, 0.886, -0.319], [-0.406, -0.053, -0.226], [1.469, 0.699, 0.089], [-0.437, 1.384, 1.311], [-0.686, 0.826, 0.041], [-2.229, -1.260, -1.619], [1.799, 1.362, -0.193], [-0.468, 0.358, -0.040], [0.779, -0.688, 0.309], [0.353, -0.103, -0.156], [-0.068, 0.261, -0.441], [-0.023, -0.096, -0.372], [-0.231, -0.655, 0.410], [-0.748, 0.089, -0.100], [-0.442, 0.339, 0.386], [0.290, -1.427, -0.313], [0.499, 0.129, -0.951], [-0.292, 0.361, 1.140], [0.831, -0.359, 0.145], [-0.928, 1.196, 2.035], [-1.102, -0.798, -0.981], [0.597, 1.232, -1.312], [1.606, 0.004, 0.465], [0.086, -0.572, -0.052], [-0.344, -0.678, -0.697], [-0.600, -0.027, 1.407], [-0.053, 0.201, -2.065], [3.261, -0.120, -1.839], [0.003, -1.626, -0.660], [0.034, -0.544, 0.642], [0.062, 0.790, -0.073], [-0.667, -0.697, -0.235], [-0.124, -0.567, -0.006], [0.821, 2.110, -0.110], [0.671, 0.972, -0.368], [-0.396, 0.025, 0.589], [1.261, 0.491, 0.278], [-1.287, -0.303, -1.129], [0.386, 0.365, -0.023], [-0.644, -0.725, 0.856], [0.070, -0.574, 0.160], [-0.002, 0.721, 0.295], [-0.032, 0.204, -0.035], [-0.340, -0.070, -0.039], [-0.337, 0.553, -0.414], [-0.077, -0.234, -0.625], [0.240, 0.302, 0.367], [0.017, -0.267, 0.348], [-0.118, -0.057, 0.106], [-0.318, -0.395, 0.202], [0.056, -0.123, -0.214], [0.087, -0.270, 0.383], [0.297, 0.536, 0.011], [-0.055, 0.023, -0.015]], "mulliken_spin": [2.093, 0.071, 0.011, 0.019, 0.010, 0.022, 0.237, 0.034, 0.783, 0.107, 0.008, -0.032, 0.003, 0.005, 0.007, -0.008, -0.002, 0.004, 0.009, -0.003, 0.006, 0.026, 0.035, 0.256, -0.062, 0.097, -0.034, 0.064, -0.025, 0.120, -0.124, 0.005, -0.007, -0.007, 0.020, -0.008, 0.035, 0.053, 0.013, -0.005, 0.031, -0.001, 0.104, 0.001, 0.002, 0.003, 0.001, -0.004, 0.000, 0.001, 0.000, 0.006, 0.003, 0.001, 0.001, 0.001, 0.013], "e_lumo_ev": [-6.659, -9.183], "spin_multiplicity": 5, "e_above_lowest_kcal_mol": 52.31, "total_charge": 2, "gap_ev": [6.01, 5.27], "e_tot_ha": -2689.16472}

***

Record 2
{"formula": "C3H12AlB2BrNO4SSi2", "method": "wB97M-V/def2-TZVPD", "symbols": ["C", "B", "O", "Si", "C", "C", "O", "Br", "O", "Si", "S", "B", "N", "O", "H", "H", "H", "H", "H", "H", "H", "H", "H", "H", "H", "H", "Al"], "coordinates": [[-1.67703, 0.83144, 2.64988], [-0.90806, 1.38877, 1.32460], [-0.72996, 2.82240, 1.20683], [-0.16765, 0.21914, -0.10733], [-1.47737, -0.00571, -1.48629], [-2.58109, -1.12818, -1.21615], [-2.92962, -1.83186, -2.20307], [-3.49550, -1.50221, 0.48968], [0.34908, -1.24348, 0.67440], [0.87732, -2.47767, -0.45003], [2.80419, -2.08084, -1.32803], [1.33799, 1.25178, -0.90181], [2.46072, 1.77066, -0.00330], [1.37763, 1.47456, -2.33295], [-1.82160, -0.31452, 2.60069], [-2.67230, 1.37582, 2.83399], [-0.94428, 1.01069, 3.53697], [-0.00565, 3.07697, 1.84560], [-2.04348, 1.00825, -1.56892], [-1.01816, -0.18532, -2.52891], [-0.21122, -2.68083, -1.42899], [0.99228, -3.72706, 0.33682], [3.15511, -3.29891, -1.94462], [2.46317, 1.13482, 0.85363], [2.16497, 2.72935, 0.30194], [2.08916, 0.85247, -2.66188], [2.61135, -0.47052, 1.50726]], "forces_ev_per_angstrom": [[-0.028, -2.556, 0.624], [-1.236, 7.227, 2.600], [0.891, -4.652, 0.459], [-1.377, -4.470, -1.571], [-1.810, 0.008, 0.543], [-1.053, -2.372, -4.835], [1.745, 3.330, 4.886], [0.786, 0.451, -1.143], [0.523, 2.146, -2.124], [-0.581, -2.788, 0.122], [0.110, 0.358, -0.055], [4.294, 2.955, -2.885], [-2.746, -1.084, -0.191], [-0.403, -1.960, 4.023], [-0.028, 1.912, 0.326], [1.414, -0.523, -0.642], [-0.813, 0.024, -1.493], [-0.919, 0.439, -0.482], [0.612, -1.519, 0.026], [-0.445, 0.205, 1.402], [0.124, 0.555, 0.002], [0.017, 0.450, 0.090], [-0.620, 0.858, 0.751], [-0.090, 3.142, -1.342], [1.013, -0.408, -0.307], [-0.444, 0.955, -0.231], [1.065, -2.684, 1.449]], "lowdin_charge": [0.048, -0.276, 0.162, 0.640, -0.159, -0.710, 0.111, 0.934, -0.519, 0.294, 0.492, -0.488, 0.143, 0.164, 0.067, 0.153, 0.155, 0.174, 0.163, 0.155, 0.003, 0.006, -0.036, -0.184, 0.143, 0.163, 1.204], "e_lumo_ev": -17.054, "total_charge": 3, "gap_ev": 3.04, "e_tot_ha": -4319.29494}